1.
C9H10Cl2O9P2PtS4Sb | ωB97M-V with the def2-TZVPD basis set

Last column: Mulliken spin population.
Cartesian coordinates (Å):
Pt -0.274 -0.547 -1.138  0.2595
C 2.608 1.311 0.599  0.0178
C 1.821 2.156 -0.431  0.0522
O 2.488 3.412 -0.459  -0.0038
P 2.047 1.346 -2.111  -0.0019
O 3.406 0.539 -2.121  -0.0028
O 2.368 2.527 -3.104  -0.0019
O 0.869 0.547 -2.583  0.0072
P 0.011 2.581 -0.528  0.0003
O -0.216 3.373 0.861  0.0014
O 0.069 3.565 -1.664  -0.0004
O -0.956 1.431 -0.641  0.0155
H 3.612 1.353 0.177  0.0029
H 1.436 -0.148 1.111  0.0110
H 2.739 3.043 1.749  0.0880
H 1.901 4.025 -0.932  0.0012
H 3.258 -0.367 -1.808  0.0013
H 1.584 3.113 -3.092  -0.0002
H -1.050 3.856 0.830  -0.0005
Cl 3.474 2.940 6.366  0.0425
C 3.191 2.423 4.744  0.3553
C 4.307 2.085 3.932  -0.0899
C 4.101 1.764 2.637  0.2397
Cl 5.465 1.249 1.711  0.0311
C 2.748 1.964 1.979  -0.0379
O 2.265 -0.044 0.602  0.0045
C 1.665 1.776 3.005  0.2957
C 0.355 1.189 2.746  0.0359
O 0.070 0.521 1.772  0.1063
C 1.896 2.187 4.297  -0.1481
H 5.293 2.031 4.370  -0.0013
H -0.391 1.342 3.548  0.0017
H 1.070 2.226 4.998  -0.0046
S -1.457 -5.041 1.472  0.3262
Sb -0.001 -3.276 1.423  0.2193
S -1.573 -1.580 0.315  0.8657
S 0.763 -2.408 -1.696  0.9135
S 0.307 -2.341 3.523  0.3975

Force components x, y, z for each atom (eV/Å):
Pt -0.362 -0.120 -0.189
C -0.011 -0.194 -0.040
C -0.194 -0.164 -0.300
O 0.192 -0.033 0.115
P -0.005 0.004 -0.164
O -0.008 0.133 -0.053
O -0.041 -0.099 0.014
O 0.108 -0.011 0.363
P 0.009 0.334 -0.210
O -0.035 -0.147 0.024
O -0.011 -0.052 0.037
O 0.130 -0.124 0.167
H 0.001 0.022 0.028
H -0.060 0.072 -0.199
H -0.025 0.076 0.007
H -0.016 -0.013 -0.035
H -0.020 -0.088 0.059
H -0.015 0.075 0.015
H -0.033 0.074 0.055
Cl -0.022 -0.009 -0.028
C 0.084 0.032 -0.094
C -0.120 -0.040 0.091
C 0.045 -0.002 0.012
Cl -0.063 0.052 0.003
C 0.140 0.021 -0.080
O 0.635 -0.094 -0.187
C -0.268 0.027 0.088
C 0.050 0.060 0.156
O -0.309 0.235 0.345
C -0.112 -0.102 0.087
H -0.003 0.029 -0.009
H 0.081 0.011 -0.068
H 0.047 -0.048 0.039
S 0.248 0.199 -0.229
Sb -0.374 -0.310 0.756
S 0.243 0.219 -0.216
S -0.016 0.009 0.107
S 0.110 -0.034 -0.469

Lowest unoccupied orbital energy (spin up / spin down): 2.0776 / 0.2666 eV
E_HOMO (spin up / spin down): -4.605 / -4.768 eV
Gap between HOMO and LUMO (spin up / spin down): 6.68 / 5.03 eV
Spin multiplicity: 5
Total charge: -1
ΔE to the lowest compared entry with this formula, charge and spin: 240.35 kJ/mol

***

2.
C9H10CrN2O4Se | ωB97M-V with the def2-TZVPD basis set

Last column: Mulliken spin population.
Cartesian coordinates (Å):
Cr 0.011 -0.028 0.162  2.1371
C -1.680 -0.541 0.680  -0.1300
O -2.695 -0.892 1.161  0.1143
C -0.421 0.243 -1.645  -0.1056
O -0.975 0.322 -2.674  0.0608
C 0.421 -1.741 -0.507  -0.0969
O 0.621 -2.821 -0.948  0.0816
C -0.431 1.810 0.243  -0.0809
O -0.774 2.925 0.276  0.0663
H 3.558 1.203 -1.179  0.0015
H 3.303 1.287 -1.867  0.0010
C 0.980 -3.011 2.730  0.0001
N 0.289 -1.896 3.351  0.0238
C -0.713 -1.983 4.314  0.1225
C -1.097 -0.713 4.597  0.1252
N -0.332 0.131 3.797  0.0177
C -0.422 1.580 3.753  0.0014
C 0.496 -0.599 3.006  -0.0018
Se 1.727 0.047 1.717  0.6497
H 0.313 -3.576 2.065  -0.0023
H 1.381 -3.667 3.510  0.0001
H 1.815 -2.638 2.131  0.0058
H -1.040 -2.924 4.697  0.0025
H -1.824 -0.327 5.278  0.0030
H -1.350 1.909 3.263  -0.0018
H -0.377 1.972 4.776  0.0002
H 0.423 1.988 3.189  0.0045

Force components x, y, z for each atom (eV/Å):
Cr 2.760 0.531 1.175
C -8.139 -2.641 3.245
O 5.461 1.906 -2.640
C -4.696 0.618 -7.940
O 3.465 -0.309 5.440
C 2.107 -9.622 -3.206
O -1.241 6.748 2.633
C -2.309 8.352 0.833
O 1.763 -5.595 -0.269
H 0.069 -0.044 0.283
H -0.144 0.015 -0.243
C 0.425 -0.947 -0.233
N -0.944 -0.122 0.357
C 1.784 -0.361 -1.533
C 1.023 1.829 -1.010
N -0.769 -0.532 0.212
C -0.209 1.020 0.182
C -0.868 -0.337 0.351
Se 0.970 0.011 1.080
H 0.026 0.089 0.359
H -0.115 0.064 -0.214
H -0.041 -0.038 0.243
H -0.132 -0.428 0.244
H -0.274 0.134 0.348
H 0.145 -0.206 0.323
H -0.065 -0.011 -0.281
H -0.053 -0.124 0.264

Lowest unoccupied orbital energy (spin up / spin down): -14.3450 / -15.7780 eV
E_HOMO (spin up / spin down): -21.353 / -21.135 eV
Gap between HOMO and LUMO (spin up / spin down): 7.01 / 5.36 eV
Spin multiplicity: 4
Total charge: +3

***

3.
C9H10F3NO3 | ωB97M-V with the def2-TZVPD basis set

Last column: natural (NBO) charge in e.
Cartesian coordinates (Å):
O 0.793 2.242 -0.622  -0.5897
F 0.279 0.027 2.537  -0.3267
F 1.699 1.814 2.317  -0.3332
F 2.436 -0.218 2.626  -0.3021
O -1.001 0.920 -0.048  -0.5101
O 2.738 0.625 -0.046  -0.6846
C 0.336 1.190 -0.165  0.7900
C 1.285 -3.046 -1.331  -0.3073
C 2.016 -1.882 -0.908  -0.2422
C 0.015 -2.988 -0.752  -0.0571
C 1.167 -1.152 -0.088  0.0629
N -0.051 -1.849 0.010  -0.5067
C -3.388 1.521 -0.080  -0.6264
C 1.452 0.463 2.009  0.9743
C -1.940 1.941 -0.475  -0.0714
C 1.407 0.260 0.439  0.0710
H 2.627 1.560 -0.388  0.5077
H 1.675 -3.799 -1.989  0.2234
H 2.998 -1.623 -1.202  0.2384
H -0.770 -3.710 -0.862  0.2163
H -0.827 -1.584 0.605  0.4275
H -3.662 0.654 -0.667  0.2108
H -3.490 1.289 0.984  0.2194
H -4.134 2.311 -0.387  0.2248
H -1.759 2.906 0.027  0.1949
H -1.901 2.129 -1.544  0.1960

Force components x, y, z for each atom (eV/Å):
O -1.544 -1.760 0.276
F 0.603 0.842 -0.058
F -1.058 -2.222 -0.477
F -0.739 0.343 -0.759
O 1.638 -0.066 -0.074
O -2.170 1.064 0.279
C 0.241 3.306 -0.227
C -0.566 0.973 0.831
C -1.973 -0.533 0.446
C 1.797 0.172 -0.435
C -0.224 -0.674 0.167
N 0.762 0.355 -0.112
C 0.319 0.402 -0.798
C 0.661 0.463 0.021
C -1.340 0.871 0.825
C 1.202 -0.929 -0.295
H 0.068 -1.198 0.484
H -0.136 -0.200 -0.062
H 0.619 0.311 -0.102
H -0.352 0.106 0.260
H 0.301 -0.001 -0.326
H -0.107 -0.420 0.042
H 0.073 0.168 -0.177
H 1.017 -0.572 0.492
H 0.543 -0.506 -0.115
H 0.363 -0.295 -0.109

Lowest unoccupied orbital energy: 0.6181 eV
SMILES: CCOC(=O)[C@](O)(c1ccc[nH]1)C(F)(F)F
E_HOMO: -8.510 eV
Gap between HOMO and LUMO: 9.13 eV
Spin multiplicity: 1

***

4.
C9H10F3NO3RuS | ωB97M-V with the def2-TZVPD basis set

Last column: Mulliken spin population.
Cartesian coordinates (Å):
C 1.194 2.126 -0.716  0.2032
C 1.654 1.698 0.585  -0.0976
C 0.536 1.727 1.489  0.1516
C -0.616 2.181 0.758  0.1773
C -0.214 2.437 -0.604  -0.0010
Ru 0.193 0.322 -0.252  2.6480
C 1.666 -0.987 -0.703  0.1019
C 1.232 -0.817 -2.131  -0.1200
C 2.010 -0.854 -3.252  0.4564
N -0.124 -0.366 -2.033  0.3970
H 0.566 1.482 2.544  0.0039
H 2.667 1.405 0.842  0.0018
H -1.609 2.333 1.164  0.0067
H -0.858 2.795 -1.400  0.0024
H 1.809 2.266 -1.599  0.0131
H 2.704 -0.714 -0.512  -0.0068
H -0.689 -0.154 -2.849  -0.0028
H 1.363 -1.951 -0.282  0.0138
H 3.064 -1.076 -3.112  0.0070
H 1.594 -0.582 -4.218  0.0072
F -2.672 -2.918 3.379  0.0011
C -2.881 -2.303 2.191  0.0112
F -2.826 -3.228 1.207  0.0001
F -4.114 -1.746 2.197  -0.0004
S -1.586 -0.967 1.916  -0.0432
O -1.854 0.029 2.933  0.0022
O -0.284 -1.632 1.945  0.0152
O -1.925 -0.507 0.516  0.0507

Force components x, y, z for each atom (eV/Å):
C 0.285 2.688 0.806
C -0.205 0.586 -0.207
C -0.463 1.058 -0.375
C 1.016 0.938 0.523
C 0.808 0.303 0.394
Ru -1.804 -3.455 -0.061
C 0.830 -1.026 -0.610
C -1.920 1.131 0.520
C -0.079 0.485 0.311
N 1.397 -1.643 -1.073
H -0.103 -0.141 -0.270
H -0.262 0.086 -0.069
H 0.163 -0.273 -0.075
H 0.167 -0.100 0.172
H -0.170 -0.198 0.159
H -0.107 -0.330 -0.054
H 0.309 -0.184 -0.052
H 0.018 0.247 0.107
H -0.182 -0.070 -0.338
H 0.203 -0.275 0.076
F -0.233 0.436 -0.917
C 0.026 -0.004 0.035
F -0.095 0.585 0.737
F 0.896 -0.527 0.017
S -0.292 0.300 -0.849
O 0.200 -0.674 -0.466
O -0.860 0.390 0.094
O 0.457 -0.331 1.465

Lowest unoccupied orbital energy (spin up / spin down): 0.3517 / -2.7568 eV
E_HOMO (spin up / spin down): -6.977 / -9.342 eV
Gap between HOMO and LUMO (spin up / spin down): 7.33 / 6.59 eV
Spin multiplicity: 5

***

Please write out number 1 again, unchanged.
C9H10Cl2O9P2PtS4Sb | ωB97M-V with the def2-TZVPD basis set

Last column: Mulliken spin population.
Cartesian coordinates (Å):
Pt -0.274 -0.547 -1.138  0.2595
C 2.608 1.311 0.599  0.0178
C 1.821 2.156 -0.431  0.0522
O 2.488 3.412 -0.459  -0.0038
P 2.047 1.346 -2.111  -0.0019
O 3.406 0.539 -2.121  -0.0028
O 2.368 2.527 -3.104  -0.0019
O 0.869 0.547 -2.583  0.0072
P 0.011 2.581 -0.528  0.0003
O -0.216 3.373 0.861  0.0014
O 0.069 3.565 -1.664  -0.0004
O -0.956 1.431 -0.641  0.0155
H 3.612 1.353 0.177  0.0029
H 1.436 -0.148 1.111  0.0110
H 2.739 3.043 1.749  0.0880
H 1.901 4.025 -0.932  0.0012
H 3.258 -0.367 -1.808  0.0013
H 1.584 3.113 -3.092  -0.0002
H -1.050 3.856 0.830  -0.0005
Cl 3.474 2.940 6.366  0.0425
C 3.191 2.423 4.744  0.3553
C 4.307 2.085 3.932  -0.0899
C 4.101 1.764 2.637  0.2397
Cl 5.465 1.249 1.711  0.0311
C 2.748 1.964 1.979  -0.0379
O 2.265 -0.044 0.602  0.0045
C 1.665 1.776 3.005  0.2957
C 0.355 1.189 2.746  0.0359
O 0.070 0.521 1.772  0.1063
C 1.896 2.187 4.297  -0.1481
H 5.293 2.031 4.370  -0.0013
H -0.391 1.342 3.548  0.0017
H 1.070 2.226 4.998  -0.0046
S -1.457 -5.041 1.472  0.3262
Sb -0.001 -3.276 1.423  0.2193
S -1.573 -1.580 0.315  0.8657
S 0.763 -2.408 -1.696  0.9135
S 0.307 -2.341 3.523  0.3975

Force components x, y, z for each atom (eV/Å):
Pt -0.362 -0.120 -0.189
C -0.011 -0.194 -0.040
C -0.194 -0.164 -0.300
O 0.192 -0.033 0.115
P -0.005 0.004 -0.164
O -0.008 0.133 -0.053
O -0.041 -0.099 0.014
O 0.108 -0.011 0.363
P 0.009 0.334 -0.210
O -0.035 -0.147 0.024
O -0.011 -0.052 0.037
O 0.130 -0.124 0.167
H 0.001 0.022 0.028
H -0.060 0.072 -0.199
H -0.025 0.076 0.007
H -0.016 -0.013 -0.035
H -0.020 -0.088 0.059
H -0.015 0.075 0.015
H -0.033 0.074 0.055
Cl -0.022 -0.009 -0.028
C 0.084 0.032 -0.094
C -0.120 -0.040 0.091
C 0.045 -0.002 0.012
Cl -0.063 0.052 0.003
C 0.140 0.021 -0.080
O 0.635 -0.094 -0.187
C -0.268 0.027 0.088
C 0.050 0.060 0.156
O -0.309 0.235 0.345
C -0.112 -0.102 0.087
H -0.003 0.029 -0.009
H 0.081 0.011 -0.068
H 0.047 -0.048 0.039
S 0.248 0.199 -0.229
Sb -0.374 -0.310 0.756
S 0.243 0.219 -0.216
S -0.016 0.009 0.107
S 0.110 -0.034 -0.469

Lowest unoccupied orbital energy (spin up / spin down): 2.0776 / 0.2666 eV
E_HOMO (spin up / spin down): -4.605 / -4.768 eV
Gap between HOMO and LUMO (spin up / spin down): 6.68 / 5.03 eV
Spin multiplicity: 5
Total charge: -1
ΔE to the lowest compared entry with this formula, charge and spin: 240.35 kJ/mol

***

Which value of spin multiplicity does entry 2 give?
4